Entry from the Open Molecules 2025 dataset: C62H71Cl5N4O8PRb as an isolated structure at a distorted geometry (ωB97M-V/def2-TZVPD).

Summary:
gap between HOMO and LUMO: 6.531 eV
HOMO level: -3.17 eV
LUMO energy: 3.36 eV

```
! RIJCOSX wB97M-V def2-TZVPD def2/J DEFGRID3
* xyz -2 1
Rb -0.653 -0.022 0.650
Cl -5.853 -3.683 -4.285
C -5.064 -2.592 -3.191
C -3.681 -2.632 -3.015
Cl -2.740 -3.772 -3.921
C -3.055 -1.778 -2.131
Cl -1.339 -1.815 -1.921
C -3.760 -0.819 -1.326
O -3.194 -0.078 -0.498
C -5.176 -0.792 -1.576
Cl -6.073 0.405 -0.714
C -5.795 -1.651 -2.460
Cl -7.514 -1.568 -2.678
C -3.792 0.500 -5.342
C -3.729 0.470 -3.810
C -4.946 1.189 -3.241
C -2.404 1.038 -3.331
C -1.210 0.480 -3.772
C 0.023 1.042 -3.472
C 1.267 0.387 -4.041
C 1.403 -1.050 -3.533
C 1.288 0.437 -5.570
C 0.086 2.193 -2.671
C -1.098 2.692 -2.107
C -2.315 2.116 -2.465
C -1.101 3.842 -1.112
C -1.158 5.208 -1.804
C -2.236 3.744 -0.087
C 1.342 3.038 -2.728
C 1.310 3.964 -3.781
C 2.393 4.759 -4.105
C 3.566 4.636 -3.373
C 3.607 3.744 -2.318
C 2.512 2.947 -1.958
P 2.618 1.802 -0.508
C 4.226 0.815 -0.768
C 5.562 1.389 -0.292
C 4.365 0.453 -2.248
C 3.992 -0.494 -0.003
C 2.861 3.000 0.946
C 1.544 3.774 1.064
C 3.966 4.064 0.912
C 3.010 2.130 2.201
H -4.744 0.093 -5.693
H -2.987 -0.080 -5.795
H -3.705 1.530 -5.699
H -3.772 -0.579 -3.494
H -4.993 2.217 -3.611
H -4.934 1.223 -2.153
H -5.860 0.677 -3.548
H -1.244 -0.420 -4.378
H 2.132 0.950 -3.690
H 0.546 -1.658 -3.828
H 1.457 -1.073 -2.442
H 2.306 -1.519 -3.932
H 0.458 -0.133 -5.993
H 2.220 0.015 -5.956
H 1.204 1.466 -5.925
H -3.214 2.521 -2.024
H -0.161 3.785 -0.565
H -2.048 5.270 -2.438
H -0.281 5.400 -2.424
H -1.224 5.998 -1.052
H -3.172 4.126 -0.509
H -1.990 4.330 0.799
H -2.414 2.721 0.243
H 0.396 4.039 -4.360
H 2.324 5.459 -4.929
H 4.439 5.229 -3.619
H 4.524 3.648 -1.757
H 5.873 2.269 -0.857
H 6.331 0.622 -0.443
H 5.556 1.635 0.766
H 4.458 1.330 -2.891
H 3.516 -0.139 -2.587
H 5.264 -0.160 -2.376
H 3.929 -0.334 1.074
H 4.815 -1.186 -0.196
H 3.067 -0.980 -0.318
H 1.394 4.426 0.199
H 1.591 4.411 1.954
H 0.683 3.117 1.193
H 3.761 4.825 0.159
H 4.969 3.680 0.755
H 3.959 4.569 1.884
H 2.231 1.367 2.259
H 2.904 2.764 3.087
H 3.986 1.643 2.258
C 3.142 -2.459 2.943
C 3.334 -3.219 1.663
C 4.600 -3.604 1.238
C 4.789 -4.265 0.034
C 3.695 -4.547 -0.769
C 2.410 -4.196 -0.373
C 1.212 -4.534 -1.215
C 2.239 -3.544 0.852
N 0.929 -3.170 1.229
C 0.287 -3.894 2.046
C 0.827 -5.151 2.681
C -1.129 -3.518 2.396
C -1.653 -3.871 3.764
N -1.818 -2.979 1.479
C -3.179 -2.652 1.693
C -3.570 -1.594 2.519
C -2.582 -0.764 3.293
C -4.927 -1.290 2.589
C -5.866 -2.005 1.869
C -5.456 -3.042 1.042
C -4.113 -3.369 0.933
C -3.650 -4.468 0.016
H 4.091 -2.040 3.282
H 2.758 -3.097 3.743
H 2.414 -1.651 2.830
H 5.453 -3.353 1.859
H 5.787 -4.541 -0.286
H 3.832 -5.045 -1.723
H 1.501 -4.706 -2.253
H 0.466 -3.741 -1.184
H 0.716 -5.439 -0.850
H 1.639 -5.564 2.083
H 0.040 -5.898 2.792
H 1.214 -4.924 3.677
H -0.966 -4.501 4.321
H -2.625 -4.361 3.677
H -1.785 -2.957 4.342
H -1.550 -1.027 3.071
H -2.727 -0.906 4.368
H -2.714 0.300 3.084
H -5.235 -0.449 3.200
H -6.913 -1.733 1.920
H -6.181 -3.582 0.443
H -4.435 -4.732 -0.693
H -3.376 -5.368 0.576
H -2.763 -4.157 -0.538
O -1.823 3.398 3.499
C -1.047 2.482 3.185
O -0.852 2.003 2.037
C -0.244 1.844 4.341
C -0.169 2.549 5.506
C 0.463 2.032 6.656
C 0.916 0.729 6.676
C 0.803 -0.025 5.529
C 0.392 0.527 4.241
O 0.611 -0.078 3.177
N 1.158 -1.419 5.641
O 1.963 -1.758 6.507
O 0.564 -2.236 4.950
N 0.573 2.826 7.846
O 1.055 2.318 8.857
O 0.188 3.989 7.814
H -0.639 3.522 5.537
H 1.322 0.297 7.577
*
```

Löwdin population analysis, charges in e, atoms 1 to 8: 0.746, 0.614, -0.728, -0.728, 0.663, -0.600, 0.772, -0.547

***

Entry from the Open Molecules 2025 dataset: a 13-piece molecular cluster, C62H73ClF11NO10P overall at a distorted geometry (ωB97M-V/def2-TZVPD).

Summary:
gap between HOMO and LUMO: 8.487 eV
HOMO level: -6.85 eV
LUMO energy: 1.64 eV

```
! RIJCOSX wB97M-V def2-TZVPD def2/J DEFGRID3
* xyz -1 1
C -1.673 1.597 -1.599
C -1.075 1.124 -0.277
C 0.231 0.282 -0.458
N 0.751 -0.248 0.857
C 1.175 0.906 1.834
C 2.126 -1.028 0.625
C 1.639 -2.461 0.419
C 0.577 -2.598 1.422
C -0.252 -1.306 1.364
H -2.645 2.084 -1.521
H -1.865 0.732 -2.234
H -1.027 2.241 -2.195
H -1.901 0.717 0.307
H -0.917 2.043 0.286
H 1.092 0.855 -0.802
H 0.104 -0.599 -1.088
H 1.803 1.667 1.371
H 1.638 0.432 2.700
H 0.275 1.347 2.263
H 2.830 -0.917 1.449
H 2.548 -0.654 -0.308
H 2.444 -3.184 0.556
H 1.231 -2.665 -0.570
H 0.754 -2.699 2.493
H -0.165 -3.360 1.181
H -0.788 -1.180 2.305
H -1.036 -1.518 0.637
P 1.706 5.070 2.571
F 2.100 3.756 3.505
F 2.533 4.379 1.313
F 0.376 4.278 2.120
F 1.310 6.404 1.726
F 0.757 5.665 3.845
F 3.047 5.754 3.162
Cl 1.901 -1.460 5.438
O 2.787 -1.753 4.304
O 1.969 -2.540 6.401
O 2.309 -0.193 5.983
O 0.543 -1.284 4.951
C 0.402 -5.251 4.452
O -0.630 -6.264 4.321
C -1.275 -6.453 3.123
O -1.087 -5.805 2.093
O -2.087 -7.571 3.242
C -2.659 -8.174 2.095
H 1.198 -5.876 4.046
H 0.522 -5.188 5.533
H 0.278 -4.323 3.892
H -3.211 -7.341 1.658
H -3.357 -8.988 2.291
H -1.868 -8.487 1.413
C -3.458 2.719 -4.991
O -3.295 3.407 -6.236
C -2.197 3.271 -7.003
O -1.147 2.666 -6.765
O -2.452 3.847 -8.159
C -1.552 3.598 -9.320
H -3.905 3.357 -4.229
H -2.563 2.253 -4.580
H -4.075 1.837 -5.164
H -1.747 2.579 -9.656
H -0.508 3.786 -9.070
H -1.762 4.385 -10.043
F 1.213 3.400 -3.074
C 0.318 4.409 -2.800
C -0.727 4.617 -3.726
C -1.762 5.492 -3.377
C -1.603 6.257 -2.199
C -0.513 6.042 -1.279
C 0.416 5.023 -1.550
H -0.604 3.984 -4.592
H -2.539 5.650 -4.111
H -2.295 7.069 -2.037
H -0.471 6.542 -0.323
H 1.210 4.823 -0.846
F 7.628 -1.819 3.758
C 6.887 -0.820 3.208
C 5.814 -0.355 3.981
C 4.943 0.502 3.422
C 5.159 0.984 2.161
C 6.270 0.634 1.425
C 7.205 -0.303 1.963
H 5.709 -0.722 4.991
H 4.108 0.936 3.952
H 4.554 1.789 1.771
H 6.463 1.140 0.490
H 8.008 -0.667 1.340
F 2.276 -3.068 -3.198
C 1.599 -2.035 -3.670
C 0.248 -2.285 -3.927
C -0.576 -1.274 -4.330
C -0.024 -0.023 -4.452
C 1.275 0.261 -4.199
C 2.099 -0.738 -3.746
H -0.209 -3.234 -3.690
H -1.640 -1.318 -4.510
H -0.670 0.776 -4.785
H 1.542 1.307 -4.216
H 3.086 -0.511 -3.372
F -2.978 -0.078 2.286
C -3.796 -0.138 3.350
C -3.361 -0.778 4.535
C -4.229 -0.791 5.602
C -5.487 -0.243 5.499
C -5.883 0.418 4.351
C -5.023 0.516 3.304
H -2.469 -1.388 4.561
H -3.924 -1.284 6.513
H -6.068 -0.213 6.409
H -6.826 0.942 4.287
H -5.237 0.958 2.343
F 4.779 0.740 -1.900
C 5.061 2.064 -1.852
C 6.344 2.460 -2.146
C 6.637 3.826 -2.125
C 5.589 4.784 -1.853
C 4.309 4.349 -1.555
C 4.017 2.996 -1.571
H 7.134 1.772 -2.405
H 7.640 4.181 -2.313
H 5.794 5.836 -1.987
H 3.520 5.053 -1.336
H 3.008 2.629 -1.459
C -3.433 -2.397 0.206
C -4.170 -1.667 -0.750
C -4.123 -2.024 -2.120
C -3.211 -2.994 -2.497
C -2.347 -3.633 -1.636
C -2.562 -3.382 -0.234
H -3.512 -2.319 1.280
H -4.826 -0.898 -0.368
H -4.771 -1.516 -2.819
H -3.231 -3.263 -3.543
H -1.618 -4.389 -1.888
H -1.980 -3.915 0.503
C 1.265 -7.901 -2.866
C 0.830 -6.561 -2.798
C 0.885 -5.914 -1.548
C 1.296 -6.529 -0.412
C 1.666 -7.893 -0.470
C 1.622 -8.558 -1.688
H 1.281 -8.369 -3.839
H 0.577 -5.932 -3.639
H 0.518 -4.899 -1.548
H 1.155 -6.096 0.567
H 2.063 -8.369 0.414
H 1.860 -9.610 -1.632
C -3.050 3.197 3.844
C -2.715 3.605 2.628
C -3.353 4.644 1.996
C -4.414 5.262 2.704
C -4.847 4.773 3.923
C -4.191 3.730 4.486
H -2.466 2.393 4.269
H -1.944 3.137 2.033
H -2.962 4.946 1.035
H -4.912 6.043 2.149
H -5.647 5.185 4.520
H -4.452 3.366 5.469
*
```

Löwdin population analysis, charges in e, atoms 1 to 8: -0.088, -0.184, -0.091, -0.175, 0.064, -0.034, -0.153, -0.172